1.
{
  "formula": "C15H13NO7S",
  "method": "the ωB97M-V functional and the def2-TZVPD basis",
  "fmax_ev_per_a": 1.3,
  "energy_ev": -42422.634,
  "orbital_gap_ev": 8.565,
  "elements": ["C", "O", "C", "C", "C", "C", "S", "O", "O", "N", "C", "C", "C", "C", "C", "C", "O", "C", "O", "C", "C", "C", "O", "O", "H", "H", "H", "H", "H", "H", "H", "H", "H", "H", "H", "H", "H"],
  "coordinates": [[-3.79, 1.28, -0.38], [-3.09, 0.61, -1.40], [-2.10, -0.25, -1.13], [-1.60, -0.93, -2.26], [-0.60, -1.86, -2.15], [-0.12, -2.20, -0.89], [1.36, -3.19, -0.74], [1.45, -3.75, 0.57], [1.52, -4.03, -1.88], [2.53, -1.98, -0.89], [2.32, -0.81, -0.15], [2.26, -0.90, 1.24], [1.96, 0.20, 2.03], [1.74, 1.40, 1.38], [1.83, 1.50, -0.01], [2.11, 0.42, -0.80], [1.57, 2.79, -0.39], [1.30, 3.50, 0.81], [1.41, 2.62, 1.91], [-0.61, -1.57, 0.24], [-1.57, -0.56, 0.13], [-1.83, 0.15, 1.42], [-2.25, -0.35, 2.42], [-1.41, 1.43, 1.37], [-3.22, 2.12, 0.01], [-4.70, 1.65, -0.85], [-4.05, 0.60, 0.44], [-2.03, -0.67, -3.21], [-0.20, -2.37, -3.01], [2.72, -1.81, -1.87], [2.42, -1.87, 1.69], [1.91, 0.13, 3.10], [2.16, 0.50, -1.87], [2.03, 4.32, 0.92], [0.29, 3.92, 0.77], [-0.23, -1.85, 1.20], [-1.46, 1.83, 2.25]],
  "mulliken_charge": [-0.797, -0.494, 0.784, -0.765, -0.655, -0.274, 1.198, -0.635, -0.711, -0.284, -0.002, -0.421, -0.953, 0.828, 0.766, -0.834, -0.513, -0.294, -0.512, -0.530, 0.999, -0.283, -0.570, -0.306, 0.231, 0.311, 0.393, 0.481, 0.484, 0.390, 0.556, 0.469, 0.401, 0.295, 0.228, 0.734, 0.286]
}

***

2.
{
  "formula": "C15H13O9PdS2",
  "method": "the ωB97M-V functional and the def2-TZVPD basis",
  "fmax_ev_per_a": 0.5,
  "charge": -1,
  "energy_ev": -59344.353,
  "orbital_gap_ev": 7.409,
  "elements": ["Pd", "C", "O", "C", "C", "C", "C", "C", "C", "O", "C", "O", "C", "H", "H", "H", "H", "H", "H", "H", "H", "H", "O", "S", "O", "O", "C", "C", "C", "C", "C", "C", "S", "O", "O", "O", "H", "H", "H", "H"],
  "coordinates": [[0.12, 0.58, 0.02], [6.30, -1.16, -2.20], [5.52, -2.22, -2.72], [4.17, -2.18, -2.49], [3.43, -3.24, -3.03], [2.08, -3.25, -2.82], [1.39, -2.27, -2.08], [-0.05, -2.41, -1.89], [-0.82, -3.39, -2.77], [-0.68, -1.80, -1.05], [2.15, -1.19, -1.54], [1.71, -0.15, -0.90], [3.55, -1.19, -1.77], [7.32, -1.36, -2.51], [6.24, -1.13, -1.11], [5.98, -0.20, -2.61], [3.94, -4.02, -3.59], [1.51, -4.07, -3.23], [-0.53, -3.33, -3.82], [-1.88, -3.17, -2.65], [-0.64, -4.41, -2.42], [4.10, -0.36, -1.34], [-0.51, -2.30, 2.58], [-0.91, -0.93, 2.40], [-1.54, -0.29, 3.53], [0.27, -0.12, 1.92], [-2.28, -1.05, 1.14], [-2.91, -2.28, 1.29], [-4.02, -2.65, 0.54], [-4.55, -1.77, -0.39], [-3.95, -0.54, -0.55], [-2.84, -0.17, 0.20], [-2.24, 1.45, -0.25], [-3.35, 2.34, -0.36], [-1.27, 1.78, 0.84], [-1.42, 1.30, -1.48], [-2.50, -2.98, 2.00], [-4.46, -3.63, 0.69], [-5.41, -2.04, -0.99], [-4.35, 0.18, -1.26]],
  "mulliken_charge": [0.810, -0.813, -0.456, 1.032, -1.056, -0.659, -0.216, 0.897, -1.633, -0.064, 0.432, -0.903, -0.433, 0.229, 0.331, 0.329, 0.403, 0.347, 0.425, 0.316, 0.374, 0.432, -0.719, 1.536, -0.697, -0.816, 0.054, -0.570, -0.716, -0.565, -0.929, 0.965, 1.701, -0.682, -0.616, -0.737, 0.506, 0.369, 0.381, 0.411]
}

***

3.
{
  "formula": "C15H14AlN3O4S",
  "method": "the ωB97M-V functional and the def2-TZVPD basis",
  "fmax_ev_per_a": 0.2,
  "energy_ev": -45876.850,
  "orbital_gap_ev": [5.940, 6.528],
  "elements": ["Al", "O", "C", "O", "C", "C", "C", "C", "C", "N", "C", "O", "O", "H", "H", "H", "H", "H", "C", "C", "C", "C", "C", "C", "C", "H", "H", "H", "H", "H", "N", "C", "N", "S", "H", "H", "H", "H"],
  "coordinates": [[0.02, 1.30, 0.88], [-3.36, 0.93, 2.97], [-2.15, 0.77, 2.43], [-1.67, 1.72, 1.68], [-1.39, -0.39, 2.63], [-1.68, -1.70, 3.12], [-0.81, -2.70, 2.79], [0.32, -2.50, 1.95], [0.57, -1.20, 1.56], [-0.20, -0.22, 2.01], [1.39, -0.54, 0.44], [2.42, -1.36, 0.00], [1.83, 0.71, 0.95], [-3.70, 1.78, 2.66], [-2.58, -1.90, 3.68], [-1.02, -3.70, 3.14], [0.93, -3.32, 1.60], [2.65, -1.09, -0.90], [0.29, -0.07, -0.54], [-0.24, -0.82, -1.61], [-1.22, -0.23, -2.45], [-1.78, -0.91, -3.51], [-1.39, -2.22, -3.78], [-0.44, -2.83, -2.97], [0.13, -2.16, -1.91], [-1.52, 0.79, -2.23], [-2.52, -0.43, -4.12], [-1.83, -2.76, -4.61], [-0.14, -3.86, -3.17], [0.86, -2.66, -1.29], [2.24, 5.10, -0.36], [1.91, 3.83, -0.04], [2.81, 2.88, -0.14], [0.29, 3.60, 0.49], [3.14, 5.33, -0.74], [1.53, 5.81, -0.33], [3.75, 3.11, -0.41], [2.55, 1.90, 0.17]],
  "mulliken_charge": [-0.139, -0.512, 0.252, -0.545, 0.526, -0.858, -0.149, -0.925, -0.299, 0.190, 1.453, -0.624, -0.893, 0.358, 0.436, 0.404, 0.466, 0.453, -0.834, 1.504, -0.696, -0.551, -0.384, -0.743, -0.218, 0.397, 0.371, 0.381, 0.370, 0.384, -0.422, 0.765, -0.339, -0.518, 0.184, 0.196, 0.186, 0.370]
}

***

4.
{
  "formula": "C15H14BF2NO",
  "method": "the ωB97M-V functional and the def2-TZVPD basis",
  "fmax_ev_per_a": 3.5,
  "energy_ev": -25433.543,
  "orbital_gap_ev": 9.816,
  "elements": ["O", "C", "N", "C", "C", "C", "C", "C", "C", "C", "C", "B", "F", "F", "C", "C", "C", "C", "C", "C", "H", "H", "H", "H", "H", "H", "H", "H", "H", "H", "H", "H", "H", "H"],
  "coordinates": [[2.36, -1.42, 0.07], [1.21, -1.38, 0.40], [0.84, -0.45, 1.29], [1.68, 0.74, 1.55], [1.91, 1.70, 0.41], [0.64, 2.30, -0.18], [-0.23, 3.05, 0.63], [-1.43, 3.53, 0.13], [-1.84, 3.06, -1.13], [-1.02, 2.31, -1.95], [0.23, 2.00, -1.43], [0.80, 1.31, 2.73], [-0.19, 0.58, 3.27], [1.40, 2.37, 3.25], [0.23, -2.38, -0.11], [-1.04, -2.58, 0.37], [-1.95, -3.44, -0.28], [-1.59, -4.21, -1.31], [-0.24, -4.18, -1.68], [0.65, -3.20, -1.16], [-0.11, -0.18, 1.46], [2.61, 0.45, 1.94], [2.57, 2.56, 0.74], [2.55, 1.17, -0.24], [0.03, 3.28, 1.60], [-2.12, 4.14, 0.63], [-2.74, 3.43, -1.51], [-1.37, 1.96, -2.91], [0.99, 1.59, -2.06], [-1.39, -1.91, 1.09], [-2.99, -3.55, -0.02], [-2.33, -4.86, -1.73], [0.21, -4.93, -2.36], [1.65, -2.89, -1.50]],
  "mulliken_charge": [-0.683, 0.288, -0.103, -0.499, -1.186, 0.266, -0.238, -1.079, -0.270, -0.851, -0.060, 0.569, -0.298, -0.250, 0.723, -0.353, -0.505, -0.489, -0.413, -0.550, 0.368, 0.506, 0.340, 0.588, 0.666, 0.460, 0.386, 0.403, 0.396, 0.416, 0.340, 0.410, 0.327, 0.379]
}

***

5.
{
  "formula": "C15H14BiN5O4S2Se2",
  "method": "the ωB97M-V functional and the def2-TZVPD basis",
  "fmax_ev_per_a": 1.8,
  "energy_ev": -189623.278,
  "orbital_gap_ev": 7.498,
  "elements": ["Bi", "Se", "Se", "C", "C", "C", "C", "C", "N", "C", "C", "C", "C", "C", "N", "H", "H", "H", "H", "H", "H", "H", "H", "O", "S", "O", "O", "O", "C", "N", "C", "C", "N", "C", "H", "H", "H", "H", "H", "H", "S", "C", "N"],
  "coordinates": [[0.88, 0.92, 0.27], [3.16, -1.49, 0.36], [2.56, -3.66, -0.24], [1.69, -3.08, -1.85], [0.70, -3.99, -2.45], [0.00, -3.59, -3.51], [0.14, -2.22, -4.07], [1.09, -1.33, -3.23], [1.99, -1.93, -2.29], [2.49, -1.40, 2.16], [2.76, -2.32, 3.12], [2.42, -1.96, 4.45], [1.86, -0.76, 4.71], [1.48, 0.11, 3.63], [1.92, -0.19, 2.37], [0.57, -4.98, -2.02], [-0.70, -4.27, -3.99], [0.34, -2.23, -5.14], [1.63, -0.63, -3.86], [3.29, -3.24, 2.89], [2.68, -2.63, 5.26], [1.63, -0.45, 5.72], [1.45, 1.16, 3.84], [-2.41, 0.99, 2.86], [-1.01, 0.83, 2.60], [-0.22, 2.06, 2.42], [-0.83, 0.11, 1.23], [-0.36, -0.05, 3.62], [-4.14, 3.68, -0.80], [-2.70, 3.48, -0.86], [-1.82, 4.10, -1.71], [-0.59, 3.57, -1.44], [-0.72, 2.65, -0.43], [-2.00, 2.62, -0.11], [-4.38, 4.66, -1.19], [-4.47, 3.62, 0.23], [-4.65, 2.92, -1.39], [-2.13, 4.85, -2.42], [0.36, 3.81, -1.89], [-2.45, 1.99, 0.65], [-1.32, -1.17, -3.66], [-0.03, -0.59, -2.46], [-0.18, 0.03, -1.42]],
  "mulliken_charge": [1.453, -0.157, -0.043, 0.820, -0.550, -0.646, -0.092, -0.627, -0.457, 0.603, -0.506, -0.300, -0.933, 0.073, -0.364, 0.333, 0.394, 0.479, 0.411, 0.317, 0.381, 0.416, 0.433, -0.652, 1.111, -0.682, -0.495, -0.450, -0.876, 0.153, -0.225, -0.707, -0.024, -0.278, 0.330, 0.348, 0.296, 0.418, 0.406, 0.318, -0.206, 0.439, -0.665]
}

***

6.
{
  "formula": "C15H14Cl3N6O4RuS",
  "method": "the ωB97M-V functional and the def2-TZVPD basis",
  "fmax_ev_per_a": 2.3,
  "charge": 1,
  "energy_ev": -83891.988,
  "orbital_gap_ev": 7.029,
  "elements": ["Ru", "C", "C", "N", "N", "C", "N", "S", "C", "C", "C", "C", "C", "N", "H", "H", "H", "H", "H", "H", "H", "H", "H", "Cl", "C", "Cl", "Cl", "C", "O", "O", "C", "N", "C", "C", "C", "O", "N", "C", "O", "H", "H", "H", "H", "H"],
  "coordinates": [[0.29, 0.05, -0.63], [-1.80, 1.27, 2.97], [-0.97, 1.17, 1.74], [-0.60, 0.04, 1.25], [-0.91, -1.10, 1.97], [-0.56, -2.15, 1.27], [-0.75, -3.36, 1.83], [0.12, -2.21, -0.34], [-0.40, 2.36, 1.05], [-0.52, 3.64, 1.54], [0.13, 4.68, 0.88], [0.87, 4.40, -0.24], [0.95, 3.09, -0.69], [0.34, 2.10, -0.05], [-2.55, 0.48, 2.95], [-2.28, 2.24, 3.04], [-1.19, 1.10, 3.86], [-1.11, -3.41, 2.77], [-0.46, -4.20, 1.37], [-1.10, 3.84, 2.43], [0.06, 5.69, 1.26], [1.40, 5.17, -0.78], [1.52, 2.81, -1.56], [4.62, 2.00, -1.23], [4.26, 0.31, -0.81], [4.68, -0.77, -2.13], [5.09, -0.14, 0.66], [2.75, 0.20, -0.60], [1.96, 0.59, -1.52], [2.23, -0.25, 0.42], [-1.53, 1.98, -4.69], [-0.74, 0.82, -4.26], [-0.10, -0.02, -5.16], [0.66, -1.04, -4.77], [0.86, -1.33, -3.35], [1.57, -2.19, -2.89], [0.12, -0.45, -2.53], [-0.60, 0.60, -2.94], [-1.12, 1.25, -1.99], [-1.75, 1.87, -5.75], [-0.98, 2.91, -4.53], [-2.46, 2.02, -4.13], [-0.27, 0.23, -6.20], [1.15, -1.68, -5.50]],
  "mulliken_charge": [-0.181, -1.690, 0.836, 1.072, -1.368, 0.766, -0.372, -0.349, 0.516, -0.863, -0.501, -1.075, -0.180, 0.463, 0.433, 0.505, 0.301, 0.226, 0.199, 0.351, 0.452, 0.426, 0.685, -0.120, 0.730, -0.074, -0.095, 0.400, -0.374, -0.419, -0.911, 0.084, 0.069, -1.004, 0.748, -0.548, 0.007, 0.718, -0.629, 0.325, 0.315, 0.318, 0.353, 0.451]
}